1 | C5H11N3 in the gas phase. Source: the OMol25 dataset; level of theory: ωB97M-V with the def2-TZVPD basis set.

Cartesian coordinates (Å):
C -2.63951 0.95283 -0.07449
C 1.71343 0.72361 1.03572
C 1.87358 1.07493 -0.42427
C 0.53436 1.03925 0.19385
C -0.38070 -2.23810 -0.62150
N -1.73696 0.32090 0.54586
N 0.13505 -1.14542 0.17513
N -0.41405 0.03411 -0.24243
H -3.38603 1.16923 0.62462
H -2.57906 1.53460 -1.02927
H 1.82034 -0.30917 1.23512
H 1.94715 1.46734 1.76106
H 2.28677 2.15639 -0.57673
H 2.42096 0.41032 -1.24800
H 0.06895 2.03185 0.33267
H -0.59999 -2.00253 -1.70551
H 0.36030 -3.07750 -0.74573
H -1.26229 -2.79366 -0.37141
H -0.16230 -1.34898 1.13529

Properties
- frontier orbital gap (eV) = 9.78
- SMILES = C=NN(NC)C1CC1
- molecular weight (g mol⁻¹) = 113.16

From a natural (NBO) analysis of the wavefunction, the atomic charges in e read:
1. C -0.09
2. C -0.45
3. C -0.43
4. C -0.09
5. C -0.44
6. N -0.28
7. N -0.48
8. N -0.16
9. H 0.19
10. H 0.18
11. H 0.24
12. H 0.21
13. H 0.21
14. H 0.24
15. H 0.21
16. H 0.21
17. H 0.19
18. H 0.18
19. H 0.35

=====

2 | C5H11N3 in the gas phase. Source: the OMol25 dataset; level of theory: ωB97M-V with the def2-TZVPD basis set.

Cartesian coordinates (Å):
C 0.75471 2.50834 -0.42006
C 0.38223 1.20093 0.17205
C -1.04486 0.79937 0.03178
C -1.60270 0.25610 1.37878
C 0.43237 -1.25829 -0.23443
H 0.27248 2.64103 -1.34973
H 0.65084 3.35649 0.18894
H 1.90934 2.55270 -0.62155
H 0.91247 0.96908 1.12547
H -1.66575 1.41703 -0.55431
H -2.11565 -0.63906 1.36571
H -2.35999 0.92909 1.70725
H -0.85498 0.24567 2.15920
H 0.46820 -3.13914 -0.96319
H -0.60604 -1.98961 -1.88097
H 1.51271 -2.36294 0.92290
N 0.01279 0.07837 -0.72866
N 0.11935 -2.21098 -1.19599
N 1.06013 -1.44154 0.82915

Properties
- frontier orbital gap (eV) = 10.22
- SMILES = [H]/N=C(\N)N1[C@@H](C)[C@@H]1C
- molecular weight (g mol⁻¹) = 113.16

From a natural (NBO) analysis of the wavefunction, the atomic charges in e read:
1. C -0.61
2. C -0.07
3. C -0.07
4. C -0.63
5. C 0.59
6. H 0.21
7. H 0.22
8. H 0.20
9. H 0.23
10. H 0.20
11. H 0.21
12. H 0.21
13. H 0.22
14. H 0.39
15. H 0.41
16. H 0.35
17. N -0.46
18. N -0.85
19. N -0.77

=====

3 | A molecular structure, C5H11N3. Source: the OMol25 dataset; level of theory: ωB97M-V with the def2-TZVPD basis set.

Cartesian coordinates (Å):
C 0.33216 -1.28451 -1.40250
C -0.01213 0.18676 2.33008
N -0.35602 -0.42182 -0.44585
C -0.53315 0.82903 -0.52073
C 0.78547 -0.11709 1.12500
N -1.85560 0.24396 -2.12096
C 2.06362 -0.39661 0.99824
N -0.56252 2.00992 -0.19186
H -1.93418 1.17123 -2.54272
H -2.70762 0.05434 -1.59212
H -1.29497 2.57853 -0.60290
H 1.17446 -0.78531 -1.88228
H 0.69900 -2.15691 -0.86188
H -0.38125 -1.56736 -2.16970
H 0.57620 -0.01506 3.23174
H -0.31403 1.23447 2.35368
H -0.91708 -0.42205 2.35963
H 2.55643 -0.58698 0.05458
H 2.68121 -0.55452 1.88054

Properties
- frontier orbital gap (alpha / beta) (eV) = 7.96 / 7.95
- molecular weight (g mol⁻¹) = 113.16

From a natural (NBO) analysis of the wavefunction, the atomic charges in e read:
1. C -0.41
2. C -0.71
3. N -0.41
4. C 0.74
5. C 0.22
6. N -1.13
7. C -0.48
8. N -0.72
9. H 0.32
10. H 0.33
11. H 0.41
12. H 0.19
13. H 0.21
14. H 0.27
15. H 0.23
16. H 0.25
17. H 0.24
18. H 0.22
19. H 0.22

=====

Stability check: which of them is least stable? 3.

=====

1 | 2 unconnected molecules or ions with the total composition C5H10N2O2. Source: the OMol25 dataset; level of theory: ωB97M-V with the def2-TZVPD basis set.

Cartesian coordinates (Å):
C 0.22511 -0.29832 1.48050
C -0.42264 1.93673 0.03577
C 0.34119 -0.20687 -1.12626
C 1.31193 -0.82943 -0.46404
C -0.62971 0.47298 -0.27714
N -1.94731 0.11513 -0.45017
O 0.25346 -0.09408 -2.50677
O -0.16053 -1.61839 1.72537
N 2.01955 -1.84569 -0.32877
H 0.73728 -0.83763 -2.89339
H 0.47446 -2.19767 1.26863
H -2.66025 0.67416 -0.00655
H -2.13872 -0.87334 -0.54266
H 2.99153 -1.63495 -0.09069
H 1.21478 -0.02706 1.86094
H -0.48602 0.33662 2.00684
H 0.62781 2.12969 0.24503
H -0.72610 2.54027 -0.82737
H -1.02579 2.25786 0.89074

Properties
- frontier orbital gap (eV) = 8.53
- molecular weight (g mol⁻¹) = 130.15

From a natural (NBO) analysis of the wavefunction, the atomic charges in e read:
1. C -0.17
2. C -0.65
3. C 0.08
4. C 0.30
5. C 0.24
6. N -0.81
7. O -0.67
8. O -0.73
9. N -0.70
10. H 0.48
11. H 0.48
12. H 0.39
13. H 0.40
14. H 0.36
15. H 0.17
16. H 0.17
17. H 0.23
18. H 0.22
19. H 0.21

=====

2 | C5H10N2O2 in the gas phase. Source: the OMol25 dataset; level of theory: ωB97M-V with the def2-TZVPD basis set.

Cartesian coordinates (Å):
C -1.31255 2.29630 0.47958
C -0.14496 1.77179 0.17038
C -0.42378 -0.71643 -1.42447
C -0.20379 -1.95854 0.79946
C 0.42263 0.42518 0.53845
N -0.43657 -0.78027 -0.02231
N 1.83220 0.19828 0.09163
O 2.56116 -0.30945 0.90020
O 2.03099 0.61115 -1.02447
H -1.76115 3.18916 0.10255
H -2.00264 1.62001 0.98969
H 0.67290 2.51233 -0.24437
H -0.39024 0.25419 -1.94585
H 0.34689 -1.34665 -1.82178
H -1.29971 -1.13135 -1.81831
H -0.44336 -1.68498 1.76994
H -0.96129 -2.66741 0.28677
H 0.88942 -2.41879 0.61939
H 0.62384 0.13550 1.55351

Properties
- frontier orbital gap (eV) = 9.36
- SMILES = C=C[C@@H](N(C)C)[N+](=O)[O-]
- molecular weight (g mol⁻¹) = 130.15

From a natural (NBO) analysis of the wavefunction, the atomic charges in e read:
1. C -0.35
2. C -0.22
3. C -0.43
4. C -0.40
5. C -0.01
6. N -0.41
7. N 0.53
8. O -0.37
9. O -0.38
10. H 0.22
11. H 0.19
12. H 0.22
13. H 0.24
14. H 0.17
15. H 0.20
16. H 0.21
17. H 0.21
18. H 0.18
19. H 0.22

=====

3 | C5H10N2O2 in the gas phase. Source: the OMol25 dataset; level of theory: ωB97M-V with the def2-TZVPD basis set.

Cartesian coordinates (Å):
C -2.55335 -0.45011 0.62518
C -1.88198 0.14258 -0.63172
C 1.61167 -0.18487 0.28455
C 2.69631 -1.19203 -0.11776
C -0.04510 1.77484 -0.17505
H -2.80881 0.28063 1.37322
H -1.94023 -1.27923 0.94019
H -3.48140 -0.98107 0.38646
H -1.77166 -0.57543 -1.44004
H -2.33687 1.12170 -0.96567
H 1.29098 -0.29330 1.34650
H 3.16398 -0.86214 -1.06174
H 2.13669 -2.12435 -0.33930
H 3.42972 -1.27300 0.67834
H -0.79282 2.58101 -0.32760
N -0.49881 0.47791 -0.28319
N 1.16828 2.16049 0.11324
O 0.50768 -0.45859 -0.56649
O 2.10572 1.13498 0.16088

Properties
- frontier orbital gap (eV) = 9.06
- SMILES = CCN1C=NO[C@H](C)O1
- molecular weight (g mol⁻¹) = 130.15

From a natural (NBO) analysis of the wavefunction, the atomic charges in e read:
1. C -0.62
2. C -0.21
3. C 0.34
4. C -0.64
5. C 0.16
6. H 0.22
7. H 0.22
8. H 0.21
9. H 0.22
10. H 0.21
11. H 0.15
12. H 0.23
13. H 0.23
14. H 0.23
15. H 0.20
16. N -0.18
17. N -0.18
18. O -0.38
19. O -0.40

=====

Stability check: which of them is least stable? 2.

=====

1 | C5H10N2O2 in the gas phase. Source: the OMol25 dataset; level of theory: ωB97M-V with the def2-TZVPD basis set.

Cartesian coordinates (Å):
C 0.63406 1.25230 0.41893
C 1.02477 0.27897 -0.70831
C 0.88366 0.66806 1.80329
C -1.11344 -1.08207 -0.13289
C 0.30085 -1.03780 -0.67965
N -2.06898 -0.79394 -1.04984
O -0.73566 1.60108 0.33774
N 0.88660 -2.06071 -1.11895
O -1.36726 -1.47665 0.98352
H -0.88391 2.13411 -0.45240
H 1.25115 2.15845 0.29381
H -3.02954 -0.77708 -0.74338
H -1.84342 -0.37040 -1.93262
H 0.34159 -2.91698 -1.08133
H 0.79873 0.75300 -1.67497
H 2.10067 0.08215 -0.68603
H 1.91576 0.33870 1.88909
H 0.22179 -0.17539 1.97608
H 0.68258 1.42420 2.55792

Properties
- frontier orbital gap (eV) = 10.01
- SMILES = [H]/N=C(/C[C@H](C)O)C(N)=O
- molecular weight (g mol⁻¹) = 130.15

From a natural (NBO) analysis of the wavefunction, the atomic charges in e read:
1. C 0.11
2. C -0.49
3. C -0.64
4. C 0.63
5. C 0.22
6. N -0.81
7. O -0.72
8. N -0.59
9. O -0.60
10. H 0.47
11. H 0.16
12. H 0.41
13. H 0.39
14. H 0.35
15. H 0.21
16. H 0.24
17. H 0.21
18. H 0.24
19. H 0.22

=====

2 | 3 unconnected molecules or ions with the total composition C5H10N2O2. Source: the OMol25 dataset; level of theory: ωB97M-V with the def2-TZVPD basis set.

Cartesian coordinates (Å):
C -1.80089 1.36562 -0.56554
C 0.73976 0.87093 -2.36782
N 1.53015 1.22312 -1.53147
O -0.02849 0.44428 -3.11509
H 1.32255 0.86257 0.35626
H 2.49943 1.45271 -1.61114
H -2.54433 1.23346 -1.34318
H -2.29654 1.59926 0.37301
H -1.15036 2.20425 -0.81468
C 0.34888 -1.38630 2.50118
C 0.64415 -0.75519 1.17230
C 0.25910 -1.30829 0.04135
N 0.24160 -2.05170 -0.93723
O 1.22955 0.48468 1.25310
H -0.59451 -2.05264 -1.52088
H -1.24971 0.41444 -0.39443
H -0.08775 -2.37220 2.36853
H -0.33650 -0.75418 3.06548
H 1.27389 -1.47484 3.07026

Properties
- frontier orbital gap (eV) = 8.36
- SMILES = CC(O)=C=N.N=C=O.C
- molecular weight (g mol⁻¹) = 130.15

From a natural (NBO) analysis of the wavefunction, the atomic charges in e read:
1. C -0.86
2. C 0.91
3. N -0.84
4. O -0.48
5. H 0.50
6. H 0.44
7. H 0.22
8. H 0.22
9. H 0.21
10. C -0.63
11. C 0.15
12. C 0.25
13. N -0.62
14. O -0.69
15. H 0.36
16. H 0.21
17. H 0.22
18. H 0.22
19. H 0.22

=====

Stability check: which of them is least stable? 2.

=====

1 | C5H10N2O2 in the gas phase. Source: the OMol25 dataset; level of theory: ωB97M-V with the def2-TZVPD basis set.

Cartesian coordinates (Å):
C 0.06489 1.36506 1.50420
C 0.43522 1.61045 -0.89128
N -0.20185 0.82490 0.16386
C 0.58043 -1.17587 -0.15530
C -1.05797 -1.37539 0.03056
N 0.90080 -1.21641 -1.50299
C -1.51493 -0.15532 0.11376
O -1.49729 -2.52487 0.60473
O 1.29958 -1.73038 0.67728
H -0.69182 -3.05116 0.77779
H 0.18525 -0.99211 -2.17991
H 1.62444 -1.87349 -1.75597
H -2.37384 0.32229 0.55700
H -0.43738 2.32777 1.62419
H 1.13916 1.51801 1.64949
H -0.30339 0.67571 2.26689
H 1.51830 1.45121 -0.88386
H 0.06607 1.32159 -1.87642
H 0.26433 2.67801 -0.72401

Properties
- frontier orbital gap (eV) = 9.32
- SMILES = CN(C)/C=C(/O)C(N)=O
- molecular weight (g mol⁻¹) = 130.15

From a natural (NBO) analysis of the wavefunction, the atomic charges in e read:
1. C -0.41
2. C -0.40
3. N -0.45
4. C 0.68
5. C 0.23
6. N -0.87
7. C -0.14
8. O -0.66
9. O -0.67
10. H 0.51
11. H 0.39
12. H 0.40
13. H 0.21
14. H 0.18
15. H 0.21
16. H 0.22
17. H 0.21
18. H 0.21
19. H 0.18

=====

2 | 2 unconnected molecules or ions with the total composition C5H10N2O2. Source: the OMol25 dataset; level of theory: ωB97M-V with the def2-TZVPD basis set.

Cartesian coordinates (Å):
C -0.14216 2.52482 2.66694
C -0.98067 0.02253 -0.23542
C -0.88625 -0.24009 1.31762
C 1.29440 0.16071 0.71685
C 1.00491 0.01096 -1.83397
N 0.45437 0.51676 -0.53965
N 0.32142 0.50606 1.76475
O -1.21774 2.45238 2.22580
O 0.96467 2.66734 3.07849
H -1.28510 -0.82831 -0.86954
H -1.61498 0.87881 -0.45488
H -1.88802 -0.00304 1.86181
H -0.76480 -1.33968 1.45489
H 1.37944 -0.87809 0.53439
H 0.14377 -0.02846 -2.50192
H 1.71712 0.79187 -2.19056
H 1.67495 -0.84063 -1.75105
H 0.49416 1.59623 -0.57834
H 0.69261 0.19049 2.66435

Properties
- frontier orbital gap (eV) = 7.15
- molecular weight (g mol⁻¹) = 130.15

From a natural (NBO) analysis of the wavefunction, the atomic charges in e read:
1. C 1.05
2. C -0.25
3. C -0.26
4. C -0.31
5. C -0.41
6. N -0.41
7. N -0.70
8. O -0.55
9. O -0.54
10. H 0.22
11. H 0.20
12. H 0.21
13. H 0.18
14. H 0.09
15. H 0.20
16. H 0.22
17. H 0.24
18. H 0.42
19. H 0.39

=====

3 | C5H10N2O2 in the gas phase. Source: the OMol25 dataset; level of theory: ωB97M-V with the def2-TZVPD basis set.

Cartesian coordinates (Å):
C -0.76238 1.44518 -1.05961
C -0.46632 1.47811 1.47205
C -0.22927 -1.39776 0.24744
C 0.77160 -0.23817 -0.00301
C -0.27488 0.76595 0.17397
N -0.13034 -2.65697 -0.34434
N 1.78410 -0.18670 -0.96231
O 0.83312 -1.09373 1.16911
O -1.40767 -0.81693 0.39649
H 0.45202 -3.30860 0.16378
H -1.04326 -3.02994 -0.56659
H 1.97944 -1.10828 -1.33874
H 2.63896 0.23540 -0.61689
H -0.18522 2.36277 -1.21036
H -0.63515 0.81209 -1.93380
H -0.13468 0.86553 2.30486
H 0.13016 2.39803 1.43854
H -1.51005 1.75593 1.60844
H -1.81019 1.71809 -0.93904

Properties
- frontier orbital gap (eV) = 8.85
- molecular weight (g mol⁻¹) = 130.15

From a natural (NBO) analysis of the wavefunction, the atomic charges in e read:
1. C -0.68
2. C -0.68
3. C 0.69
4. C 0.12
5. C 0.45
6. N -0.85
7. N -0.82
8. O -0.54
9. O -0.65
10. H 0.39
11. H 0.39
12. H 0.38
13. H 0.37
14. H 0.24
15. H 0.24
16. H 0.25
17. H 0.23
18. H 0.23
19. H 0.24

=====

Stability check: which of them is least stable? 2.

=====

1 | 2 unconnected molecules or ions with the total composition C5H10N2O2. Source: the OMol25 dataset; level of theory: ωB97M-V with the def2-TZVPD basis set.

Cartesian coordinates (Å):
C -0.86966 -1.42960 0.82931
C -1.47240 -0.13643 0.38806
C -2.60719 -0.23340 -0.55389
C -3.26816 0.84386 -0.95923
O -1.03105 0.93999 0.75279
H -2.87079 -1.22338 -0.89606
H -1.54088 -2.27144 0.69750
H 0.02668 -1.57714 0.21449
H -0.53773 -1.36222 1.86297
H -2.98366 1.81924 -0.59751
H -4.09678 0.79446 -1.64501
C 2.38801 0.07003 -0.18958
N 1.84458 0.95665 0.68308
N 3.68051 0.34589 -0.56173
O 1.79812 -0.90543 -0.61544
H 4.23910 0.97550 -0.01263
H 2.29609 1.84274 0.82893
H 0.83584 0.94542 0.80908
H 4.16937 -0.39474 -1.03512

Properties
- frontier orbital gap (eV) = 10.15
- SMILES = C=CC(C)=O.NC(N)=O
- molecular weight (g mol⁻¹) = 130.15

From a natural (NBO) analysis of the wavefunction, the atomic charges in e read:
1. C -0.75
2. C 0.58
3. C -0.32
4. C -0.27
5. O -0.60
6. H 0.21
7. H 0.21
8. H 0.31
9. H 0.24
10. H 0.21
11. H 0.20
12. C 0.78
13. N -0.85
14. N -0.85
15. O -0.68
16. H 0.38
17. H 0.38
18. H 0.43
19. H 0.40

=====

2 | A molecular structure, C5H10N2O2. Source: the OMol25 dataset; level of theory: ωB97M-V with the def2-TZVPD basis set.

Cartesian coordinates (Å):
C -2.05618 -0.33226 -0.44302
C -1.08065 0.72464 1.63943
C 1.54743 -0.66614 0.38700
C 0.30698 0.48389 -0.48384
C -0.85890 0.25514 0.23422
N 2.71420 -1.14562 -0.16193
N 0.35712 0.65125 -1.85812
O 1.48592 0.73048 0.26868
O 0.86979 -1.38422 1.16324
H 3.34336 -0.48351 -0.58909
H 2.91809 -2.10709 0.06779
H 1.30833 0.77722 -2.19005
H -0.26449 1.37983 -2.19296
H -2.78952 0.45574 -0.64459
H -1.80957 -0.80144 -1.39671
H -0.17738 1.14348 2.08324
H -1.86690 1.49037 1.63643
H -1.42059 -0.09828 2.27214
H -2.52704 -1.07348 0.20815

Properties
- frontier orbital gap (eV) = 8.29
- molecular weight (g mol⁻¹) = 130.15

From a natural (NBO) analysis of the wavefunction, the atomic charges in e read:
1. C -0.65
2. C -0.64
3. C 0.85
4. C 0.31
5. C 0.04
6. N -0.83
7. N -0.83
8. O -0.51
9. O -0.64
10. H 0.40
11. H 0.42
12. H 0.38
13. H 0.38
14. H 0.21
15. H 0.23
16. H 0.23
17. H 0.21
18. H 0.22
19. H 0.22

=====

Stability check: which of them is least stable? 2.